Entry 1:
DFT (wB97M-V/def2-TZVPD) results for C29H15ClF4IN7O6PtS as an isolated structure.

Geometry as ORCA input:
```
! wB97M-V def2-TZVPD RIJCOSX def2/J DEFGRID3
* xyz 2 5
Pt -0.9417 -0.5616 -0.3438
C 4.1674 4.7774 5.1708
C 3.1891 3.9782 4.3572
C 2.2094 3.2009 4.9762
C 1.2543 2.5233 4.2440
C 1.3201 2.6144 2.8590
C 2.3043 3.3427 2.1933
C 3.2207 4.0292 2.9665
S 0.0175 2.0990 1.7746
O -0.1157 2.8611 0.5750
O -1.2101 2.6209 2.7731
N -0.7148 0.5962 1.5682
C -1.2446 -0.2504 2.4425
C -1.3272 -0.1806 3.8599
C -1.9523 -1.2138 4.5283
C -2.4956 -2.2572 3.7995
C -2.4007 -2.2505 2.3777
N -1.8006 -1.2981 1.7278
H 4.3138 4.3482 6.1596
H 3.7856 5.7930 5.2943
H 5.1317 4.8499 4.6712
H 2.1766 3.1453 6.0571
H 0.4864 1.9775 4.7647
H 2.3464 3.3904 1.1139
H 3.9799 4.6214 2.4701
H -0.9463 0.6748 4.3876
H -2.0342 -1.1962 5.6063
H -3.0073 -3.0735 4.2909
H -2.8374 -3.0480 1.7880
O 2.3793 2.4009 -0.8634
Cl 1.9725 1.0673 -0.5907
O 2.9874 0.1001 -0.7967
O 1.5937 0.9495 0.9043
O 0.7540 0.7604 -1.3553
F -2.9719 3.7638 3.3731
C -2.0445 3.7178 2.3897
C -1.2544 4.9984 2.4165
F -0.7210 5.2275 3.5971
C -1.1143 5.8550 1.3698
C -1.8144 5.4702 0.1420
C -2.5257 4.3209 -0.0031
F -3.0426 4.0274 -1.1909
C -2.7124 3.4167 1.0498
C -3.2890 2.1828 0.9032
C -3.1220 1.4286 -0.2939
N -2.7508 0.6188 -1.0286
C -3.6559 1.3668 2.0260
N -3.8928 0.6621 2.9037
F -1.6956 6.2447 -0.9034
C -0.2948 7.0256 1.4350
C -0.3848 8.0858 0.4983
N -0.4651 8.9655 -0.2435
C 0.7001 7.1500 2.4448
N 1.5458 7.2237 3.2240
I 1.0830 -2.6652 -0.2681
C -0.1283 -2.8610 -1.9461
C 0.0127 -3.8379 -2.9005
C -0.8755 -3.8055 -3.9704
C -1.8432 -2.8164 -4.0338
C -1.9114 -1.8742 -3.0274
N -1.0587 -1.9015 -1.9939
H 0.7830 -4.5911 -2.8212
H -0.8036 -4.5531 -4.7495
H -2.5410 -2.7670 -4.8569
H -2.6397 -1.0759 -3.0233
*
```

Computed properties:
- ⟨S²⟩: 6.212
- Lowest unoccupied orbital energy (spin up / spin down): -7.880 / -9.376 eV
- HOMO (spin up / spin down): -14.252 / -14.825 eV
- ΔE to the lowest compared entry with this formula, charge and spin: 28.6 kJ/mol
- Calculated total energy: -98574.361 eV
- Orbital gap (spin up / spin down): 6.4 / 5.4 eV

Entry 2:
DFT (wB97M-V/def2-TZVPD) results for a 2-piece molecular cluster, C4H11N2 overall.

Geometry as ORCA input:
```
! wB97M-V def2-TZVPD RIJCOSX def2/J DEFGRID3
* xyz 1 1
C 1.6145 0.1562 -0.1970
C 0.4527 1.1866 -0.2765
C -0.8481 0.4940 -0.0457
C -1.3521 -0.6395 -0.7146
N -2.4633 -1.2294 -0.3416
N 2.1264 0.2659 1.1556
H 1.2431 -0.8574 -0.2814
H 2.4095 0.2077 -0.9651
H 0.7273 1.9803 0.4224
H 0.3279 1.6864 -1.2554
H -1.5372 1.1777 0.4463
H -0.5528 -1.1059 -1.3591
H -3.1871 -0.5991 0.0152
H -1.0675 -1.2658 1.3516
H -2.9266 -1.9896 -0.8236
H 2.4801 -0.6150 1.4749
H 2.5531 1.1469 1.3938
*
```

Computed properties:
- Lowest unoccupied orbital energy: -7.116 eV
- HOMO: -12.697 eV
- ΔE to the lowest compared entry with this formula, charge and spin: 645.3 kJ/mol
- Calculated total energy: -7294.260 eV
- Orbital gap: 5.6 eV

Entry 3:
DFT (wB97M-V/def2-TZVPD) results for an isolated molecule of C17H21ClN6.

Geometry as ORCA input:
```
! wB97M-V def2-TZVPD RIJCOSX def2/J DEFGRID3
* xyz 0 1
C 5.3216 -0.3520 -0.6382
N 5.3842 -1.7365 -1.0533
C 6.7380 -2.1427 -1.3564
C 4.4613 -2.0527 -2.1309
C 3.8882 -3.4588 -1.9379
C 2.9632 -3.4995 -0.7192
N 1.7031 -2.8508 -0.9845
C 1.3169 -1.6822 -0.4492
N 2.0767 -1.1003 0.4805
C 1.6779 0.0434 1.0198
N 0.5892 0.7361 0.7680
C -0.1830 0.1614 -0.1605
C 0.1068 -1.0530 -0.8265
C -0.9868 -1.2254 -1.7046
N -1.8365 -0.2346 -1.5852
N -1.3539 0.6087 -0.6577
C -2.0657 1.7866 -0.2636
C -3.0458 1.5552 0.8613
C -3.2520 0.3061 1.4278
C -4.1575 0.1319 2.4601
C -4.8752 1.2109 2.9441
C -4.6876 2.4666 2.3932
C -3.7794 2.6276 1.3617
Cl -3.5570 4.2042 0.6809
H 5.6070 0.3520 -1.4364
H 4.3088 -0.1288 -0.3079
H 5.9964 -0.2075 0.2044
H 7.3582 -2.0059 -0.4717
H 6.7523 -3.1974 -1.6254
H 7.1801 -1.5661 -2.1861
H 4.9454 -1.9759 -3.1186
H 3.6365 -1.3370 -2.1108
H 3.3391 -3.7609 -2.8332
H 4.7018 -4.1668 -1.7838
H 2.7688 -4.5372 -0.4282
H 3.4344 -2.9660 0.1068
H 1.1326 -3.2301 -1.7245
H 2.3451 0.4601 1.7636
H -1.1787 -2.0163 -2.4032
H -2.6032 2.1657 -1.1390
H -1.3268 2.5302 0.0531
H -2.7006 -0.5435 1.0557
H -4.3012 -0.8495 2.8856
H -5.5819 1.0803 3.7491
H -5.2398 3.3184 2.7581
*
```

Computed properties:
- SMILES: CN(C)CCCNc1ncnc2c1cnn2Cc1ccccc1Cl
- Lowest unoccupied orbital energy: 0.721 eV
- HOMO: -8.445 eV
- ΔE to the lowest compared entry with this formula, charge and spin: 108.1 kJ/mol
- Calculated total energy: -39433.235 eV
- Orbital gap: 9.2 eV